(1)
This record from OMol25 describes the molecule C16H22BrN3O3 at a distorted geometry. The level of theory is ωB97M-V/def2-TZVPD.

Calculated values
Kohn-Sham gap (eV): 7.71
M (g/mol): 384.27
Multiplicity: 1
Energy relative to the best compared isomer or geometry (same formula, charge and spin) (kcal/mol): 136.7
HOMO (Ha): -0.320
Energy (Eh): -3586.72304
SMILES string: CNC(=O)[C@H](CCCCCCC(=O)Nc1cccc(Br)c1)N=O

Geometry as XYZ:
```
45
Properties=species:S:1:pos:R:3:mulliken_charge:R:1
C -0.95432 -4.63441 -0.62034 -0.846
N -1.07552 -3.77665 -1.82935 -0.258
C -0.00890 -3.01994 -2.25151 0.248
O 0.94195 -3.08187 -1.59070 -0.575
C 0.05027 -2.21697 -3.53549 0.472
C -1.02796 -1.08389 -3.48349 -1.352
C -0.63110 0.08109 -2.47100 -0.555
C -1.46560 1.32710 -2.72581 -0.935
C -0.99556 2.47219 -1.79643 -0.706
C -0.99302 1.99232 -0.30175 -0.132
C -0.98643 3.13785 0.77758 -1.129
C -0.51276 2.78263 2.24154 0.561
O -1.26660 2.47000 3.20982 -0.638
N 0.81561 2.59791 2.50963 -0.231
C 1.37096 1.74013 3.47750 0.633
C 0.85135 1.48357 4.73173 -0.499
C 1.56602 0.62676 5.58531 -0.521
C 2.81258 0.05758 5.17633 -0.514
C 3.23089 0.30119 3.83643 -0.182
Br 4.68748 -0.54366 3.19076 -0.150
C 2.47645 1.15304 3.03283 -0.224
N -0.34807 -3.23595 -4.53747 -0.150
O -0.57786 -3.13889 -5.81465 -0.356
H -1.08507 -3.92028 0.25195 0.243
H -1.82612 -5.22764 -0.63257 0.383
H -0.01426 -5.22547 -0.60276 0.272
H -1.62881 -4.11109 -2.60877 0.298
H 1.03313 -1.80929 -3.73849 0.397
H -1.19659 -0.85347 -4.50559 0.552
H -2.00370 -1.51566 -3.22086 0.426
H 0.41728 0.27779 -2.42765 0.587
H -0.85338 -0.37019 -1.53043 0.318
H -2.44968 1.15504 -2.43120 0.404
H -1.49729 1.63030 -3.75634 0.390
H 0.10084 2.64290 -2.03065 0.271
H -1.64350 3.33517 -1.95718 0.389
H -0.01355 1.46845 -0.16753 0.204
H -1.89727 1.38810 -0.09010 0.286
H -2.03433 3.43709 0.91889 0.399
H -0.44718 3.96850 0.31846 0.466
H 1.32180 2.53103 1.63227 0.191
H 0.02351 1.91626 5.19162 0.481
H 1.33328 0.66522 6.67848 0.273
H 3.54052 -0.41123 5.78924 0.414
H 2.86055 1.53733 2.10772 0.394
```

(2)
This record from OMol25 describes a structure of composition C6H11N2 at a distorted geometry. The level of theory is ωB97M-V/def2-TZVPD.

Calculated values
Kohn-Sham gap (alpha / beta) (eV): 4.69 / 5.51
M (g/mol): 111.17
Multiplicity: 3
Energy relative to the best compared isomer or geometry (same formula, charge and spin) (kcal/mol): 113.7
HOMO (alpha / beta) (Ha): -0.302 / -0.473
Charge: +1
Energy (Eh): -344.16569

Geometry as XYZ:
```
19
Properties=species:S:1:pos:R:3:lowdin_spin:R:1
C 2.18324 0.08282 -0.39627 0.351
C 1.62312 1.26091 -0.18370 0.518
C 1.63071 -1.01572 0.45237 0.131
C -0.66013 -1.05597 -0.40063 0.053
C -1.83756 -0.15022 -0.21634 0.013
C 0.05564 0.77529 0.84440 0.192
N 0.21673 -0.68007 0.71469 0.530
N -1.23778 1.18360 0.13660 0.027
H 3.03017 -0.26693 -1.00168 0.021
H 1.71579 2.17752 -0.65210 0.043
H 1.50862 -2.05572 0.11413 0.004
H 2.01646 -1.25133 1.48432 0.046
H -1.01438 -2.15233 -0.16685 0.012
H -0.25600 -0.84665 -1.31975 0.017
H -2.62052 -0.29429 -1.04868 0.004
H -2.41359 -0.63352 0.57448 0.001
H 0.20311 1.02143 1.81871 0.025
H -0.95701 1.63218 -0.73385 0.006
H -1.66462 1.77986 0.86265 0.004
```

(3)
This record from OMol25 describes a structure of composition C24H45ClO4P2Sc at a distorted geometry. The level of theory is ωB97M-V/def2-TZVPD.

Calculated values
Kohn-Sham gap (eV): 3.27
M (g/mol): 539.98
Multiplicity: 1
Energy relative to the best compared isomer or geometry (same formula, charge and spin) (kcal/mol): 42.2
HOMO (Ha): -0.353
Charge: +1
Energy (Eh): -3145.43269

Geometry as XYZ:
```
77
Properties=species:S:1:pos:R:3:mulliken_charge:R:1
Sc -0.67526 0.60599 -1.98018 -0.464
C -2.48734 1.31229 -0.61073 -0.772
C -3.45760 0.57726 -1.28073 1.017
C -2.64908 -0.86511 0.33351 -0.028
C -1.74936 0.38175 0.38927 2.584
C -3.54731 -0.74477 -0.69155 0.746
C -2.16855 2.74865 -0.82564 -1.082
H -1.84262 2.96973 -1.86597 0.278
H -1.39419 3.11214 -0.13274 0.146
H -3.08111 3.35122 -0.66103 0.498
C -1.56523 0.95710 1.78802 -0.949
H -0.92055 1.83980 1.73902 0.160
H -1.06149 0.21622 2.42248 0.100
H -2.54628 1.22658 2.19351 0.405
C -2.39677 -2.06018 1.15322 -1.667
H -3.30134 -2.36521 1.70681 0.422
H -1.60127 -1.86286 1.88098 0.107
H -2.09531 -2.91694 0.52478 0.381
C -4.46560 -1.80844 -1.18955 -1.942
H -5.51911 -1.53997 -1.03039 0.349
H -4.27246 -2.75166 -0.66343 0.424
H -4.32754 -1.98705 -2.26716 0.317
C -4.35381 1.07714 -2.36110 -1.297
H -5.32938 1.39420 -1.95676 0.392
H -4.54918 0.29849 -3.11129 0.371
H -3.92008 1.93442 -2.89526 0.329
C 1.34608 1.11774 -2.61519 -0.086
C 0.44701 1.98146 -3.21777 0.077
C -0.05061 1.82197 -4.63658 -0.963
C -1.25364 0.86944 -4.86370 -1.362
C -1.51942 -0.18803 -3.82104 0.011
C -0.57165 -1.07674 -3.34324 -0.138
C 0.84887 -1.14012 -3.87188 -0.865
C 1.87546 -0.14676 -3.26172 -1.053
H 0.76884 1.52293 -5.31292 0.357
H -1.09905 0.40089 -5.85199 0.401
H -0.36398 2.82093 -4.98151 0.429
H 2.58922 0.10480 -4.06807 0.414
H 1.88816 1.43721 -1.71670 0.005
H 0.25287 2.96748 -2.76290 0.974
H 2.45238 -0.68954 -2.49407 0.362
H 1.21614 -2.16037 -3.66173 0.366
H -0.88437 -1.93809 -2.73639 0.546
H 0.87044 -1.03390 -4.97284 0.379
H -2.16264 1.48288 -4.97025 0.415
H -2.58174 -0.42032 -3.67350 0.988
P 2.87942 2.97376 0.80124 0.719
C 2.01391 3.55820 2.31427 -0.930
H 2.60006 4.35085 2.80199 0.385
H 1.84807 2.70189 3.00437 0.253
H 1.04094 3.96627 2.00648 0.254
C 4.29289 2.14127 1.64806 -1.165
H 5.08739 2.86302 1.88019 0.363
H 4.67787 1.38022 0.95481 0.300
H 3.94495 1.64734 2.56536 0.313
C 3.74510 4.54014 0.35200 -1.377
H 4.31300 4.36571 -0.57209 0.354
H 4.43132 4.83054 1.15662 0.392
H 3.00749 5.33376 0.17690 0.339
P 1.29405 -3.80388 -0.67589 0.800
C 0.44774 -5.41358 -0.38334 -1.381
H 1.15567 -6.24383 -0.49826 0.393
H -0.34668 -5.50742 -1.13566 0.296
H -0.00473 -5.42117 0.61391 0.374
C 2.96142 -4.43172 -1.15113 -1.300
H 3.06017 -4.33120 -2.24014 0.319
H 3.07165 -5.48505 -0.86344 0.400
H 3.73093 -3.81456 -0.67662 0.361
C 1.64342 -3.32725 1.06472 -0.840
H 1.39190 -4.14240 1.75680 0.390
H 1.05157 -2.44068 1.32170 -0.109
H 2.70315 -3.05817 1.16571 0.396
O 2.66057 -0.98683 4.19478 -0.679
Cl 1.73707 -0.23528 3.29220 1.059
O 0.41902 -0.96655 3.24546 -0.705
O 1.47832 1.13091 3.90264 -0.730
O -0.46809 0.04504 -0.10236 -0.324
```

(4)
This record from OMol25 describes a structure of composition C23H22BrN4O8SSeW at a distorted geometry. The level of theory is ωB97M-V/def2-TZVPD.

Calculated values
Kohn-Sham gap (alpha / beta) (eV): 6.35 / 6.36
M (g/mol): 857.22
Multiplicity: 1
Energy relative to the best compared isomer or geometry (same formula, charge and spin) (kcal/mol): 87.6
HOMO (alpha / beta) (Ha): -0.418 / -0.418
Charge: +1
Energy (Eh): -7151.09573

Geometry as XYZ:
```
61
Properties=species:S:1:pos:R:3:mulliken_charge:R:1
W 0.24554 -0.06708 0.01027 0.386
O -0.24400 1.71570 1.64137 -0.010
C -1.18172 2.78083 1.58245 -0.992
C -1.48855 3.11442 0.15373 0.740
C -1.86265 4.39936 -0.21091 -0.952
C -2.18885 4.65642 -1.53002 -0.419
C -2.13826 3.61310 -2.44105 -0.987
C -1.74379 2.36589 -1.99306 -0.359
N -1.41962 2.11438 -0.72475 0.592
H 0.42420 1.84063 2.34040 0.122
H -0.78971 3.65682 2.09836 0.506
H -2.10410 2.46998 2.08380 0.291
H -1.89823 5.18043 0.53696 0.471
H -2.47602 5.65130 -1.84223 0.440
H -2.39160 3.75682 -3.48153 0.464
H -1.70036 1.52795 -2.67601 0.586
O 3.51032 -5.27991 -0.79998 -0.517
C 4.25610 -4.31709 -1.33338 0.394
O 5.36071 -4.51606 -1.75508 -0.560
C 3.66983 -2.94434 -1.40041 0.055
C 4.33703 -1.87664 -1.95927 -0.415
N 3.53353 -0.80156 -1.84227 -0.487
N 2.38368 -1.09732 -1.23906 0.781
C 2.45429 -2.38350 -0.96276 -0.511
C 1.30317 -2.93464 -0.23426 0.970
O 1.18121 -4.09297 0.07505 -0.802
O 0.39987 -2.01317 0.07726 -0.249
H 2.63588 -4.95533 -0.49776 0.433
H 5.30952 -1.83257 -2.41991 0.571
H 3.72518 0.14063 -2.14029 0.101
Br 2.93592 3.41818 -0.92019 -0.010
C 1.80836 2.03258 -1.53889 0.152
C 1.83165 1.78271 -2.97052 -0.800
C 1.10960 0.83699 -3.61397 -0.039
C 0.14452 -0.15876 -3.17683 -0.088
C -0.34845 -0.49588 -1.96483 -0.577
N 1.07512 1.41958 -0.72895 0.452
H 2.46305 2.44591 -3.54733 0.499
H 1.25388 0.82532 -4.68943 0.485
H -0.27604 -0.70324 -4.01826 0.423
H -1.09766 -1.28330 -1.99645 0.347
Se -2.19761 -0.45375 0.45350 -0.037
C -2.31401 -1.46051 2.07708 0.757
C -2.18896 -0.84457 3.31658 -0.238
C -2.40965 -1.58263 4.46628 -0.776
C -2.75398 -2.92628 4.38196 -0.520
C -2.88813 -3.53427 3.14378 -0.651
C -2.66656 -2.80215 1.98457 -0.493
H -1.92384 0.20179 3.37943 0.266
H -2.31764 -1.10630 5.43360 0.431
H -2.92345 -3.49778 5.28474 0.409
H -3.16500 -4.57753 3.07418 0.394
H -2.76892 -3.27547 1.01724 0.376
C 2.66441 -1.50214 3.27317 -1.120
S 1.78501 -0.19897 2.49223 1.260
O 0.39422 -0.65557 2.25035 -0.388
O 1.89538 0.98741 3.29472 -0.757
O 2.27567 -0.05526 1.08151 -0.548
H 2.24616 -2.44890 2.93953 0.351
H 2.55440 -1.37768 4.34708 0.403
H 3.71103 -1.42030 2.98511 0.397
```

(5)
This record from OMol25 describes a cluster of 2 separate species, C3H9N in total at a distorted geometry. The level of theory is ωB97M-V/def2-TZVPD.

Calculated values
Kohn-Sham gap (eV): 10.34
M (g/mol): 59.11
Multiplicity: 1
Energy relative to the best compared isomer or geometry (same formula, charge and spin) (kcal/mol): 28.2
HOMO (Ha): -0.341
Energy (Eh): -174.40805
SMILES string: C=CC.N

Geometry as XYZ:
```
13
Properties=species:S:1:pos:R:3:mulliken_charge:R:1
C 1.64778 0.68540 -0.96611 -0.674
C 1.67494 0.70271 0.39557 -0.099
C 0.38300 0.55825 1.16958 -0.803
H 2.64774 0.60630 -1.47617 0.243
H 0.82793 1.15664 -1.54727 0.251
H 2.58387 0.41397 0.84057 0.300
H 0.38159 -0.49620 1.49507 0.190
H -0.49922 0.71476 0.52964 0.250
H 0.27206 1.16847 2.04610 0.335
N -2.29786 -1.20248 -0.65403 -0.652
H -2.27819 -1.49502 0.34058 0.224
H -2.15771 -2.04710 -1.24343 0.220
H -3.18594 -0.76570 -0.93010 0.216
```

(6)
This record from OMol25 describes a cluster of 2 separate species, C9H17NO2 in total at a distorted geometry. The level of theory is ωB97M-V/def2-TZVPD.

Calculated values
Kohn-Sham gap (alpha / beta) (eV): 3.10 / 9.53
M (g/mol): 171.24
Multiplicity: 3
Energy relative to the best compared isomer or geometry (same formula, charge and spin) (kcal/mol): 0.0
HOMO (alpha / beta) (Ha): -0.089 / -0.415
Energy (Eh): -558.14565

Geometry as XYZ:
```
29
Properties=species:S:1:pos:R:3:lowdin_spin:R:1
C -1.26886 -2.69024 0.80779 0.070
C 1.83359 0.13208 -1.48095 0.070
C 1.38999 -1.29362 -1.63697 0.023
C 0.96069 -0.52558 -0.42121 0.068
C 1.70952 -0.90083 0.85363 0.088
C -1.21792 0.31045 -1.43909 0.098
C 0.05426 2.14138 0.67448 0.165
C -1.96536 1.00809 1.38331 0.138
C -0.50653 -0.22178 -0.20698 0.613
N -0.58799 0.82432 0.91089 0.110
O -1.34416 -2.27421 1.88099 0.077
O -1.23598 -3.24417 -0.19651 0.026
H 2.87533 0.32012 -1.25600 0.009
H 1.39981 0.86634 -2.14318 0.005
H 0.66392 -1.52424 -2.40020 0.003
H 2.12760 -2.07488 -1.51559 0.002
H 1.11268 -1.57104 1.47049 0.016
H 1.98838 -0.02622 1.44672 0.054
H 2.63273 -1.41902 0.60737 0.007
H -2.28742 0.41696 -1.25064 0.012
H -1.11736 -0.42282 -2.23268 0.006
H -0.84414 1.26856 -1.83013 0.028
H 1.05269 1.97950 0.27476 0.015
H -0.53143 2.69651 -0.05359 0.013
H 0.11417 2.71366 1.60044 0.082
H -2.52193 1.61162 0.67207 0.010
H -2.43779 0.03315 1.46485 0.015
H -1.97444 1.50380 2.35285 0.071
H -0.07408 0.36211 1.66307 0.103
```

Question: What is the multiplicity in the second record?
Answer: 3